No. 1
A structure of composition C3H3O2Tb. Source: the OMol25 dataset; level of theory: the ωB97M-V functional and the def2-TZVPD basis.

Geometry as XYZ:
```
9
Properties=species:S:1:pos:R:3
C -3.667 1.870 0.547
C -2.895 2.685 -0.138
H -3.899 1.672 1.594
H -2.242 3.411 0.370
H -2.889 2.703 -1.234
O -1.287 -0.777 0.577
C -0.370 -0.490 -0.044
Tb 2.548 -0.081 -1.934
O 0.597 -0.344 -0.689
```

## Properties
- total charge = +3
- E_tot (eV) = -29652.567
- ΔE to the lowest compared entry with this formula, charge and spin (kJ/mol) = 0.0
- 2S+1 = 8
- HOMO-LUMO gap (spin up / spin down) (eV) = 8.2 / 8.1



No. 2
A structure of composition C48H45AsIN6O8S3SiTi. Source: the OMol25 dataset; level of theory: the ωB97M-V functional and the def2-TZVPD basis.

Geometry as XYZ:
```
114
Properties=species:S:1:pos:R:3
Ti -0.524 -0.669 -0.050
C -0.936 2.715 1.092
Si -2.074 2.249 -0.354
C -3.702 1.859 0.386
C -2.263 3.571 -1.565
N -1.609 0.694 -1.185
C -1.587 0.557 -2.562
C -2.471 1.227 -3.496
C -2.330 1.080 -4.876
C -1.226 0.406 -5.378
C -0.356 -0.284 -4.516
C -0.577 -0.231 -3.127
O 0.165 -0.908 -2.185
C 1.071 -1.887 -2.776
C 2.301 -1.416 -3.198
C 3.110 -2.299 -3.914
C 2.651 -3.587 -4.173
C 1.434 -3.985 -3.752
C 0.693 -3.185 -2.930
H -0.868 1.808 1.677
H -1.352 3.562 1.636
H 0.058 3.023 0.733
H -4.023 2.676 1.034
H -3.702 0.931 1.023
H -4.523 1.942 -0.356
H -1.803 3.384 -2.552
H -1.940 4.524 -1.157
H -3.344 3.705 -1.747
H -3.246 1.881 -3.184
H -3.005 1.614 -5.586
H -0.965 0.341 -6.498
H 0.400 -0.899 -4.977
H 2.632 -0.412 -2.920
H 4.074 -2.009 -4.272
H 3.269 -4.289 -4.710
H 1.045 -4.953 -3.991
H -0.187 -3.668 -2.531
O 2.961 1.139 1.819
As 2.665 0.102 0.442
O 3.400 0.650 -0.931
O 0.873 0.381 0.490
C 3.608 -1.515 1.039
C 4.875 -1.249 1.554
C 5.609 -2.262 2.200
C 5.016 -3.430 2.530
C 3.780 -3.696 2.020
C 3.108 -2.806 1.150
S 1.417 -3.294 0.869
O 1.452 -4.326 -0.126
O 0.704 -3.574 2.158
O 0.758 -2.020 0.203
H 2.147 1.320 2.337
H 5.293 -0.265 1.445
H 6.648 -2.050 2.529
H 5.484 -4.254 3.128
H 3.282 -4.591 2.389
S -0.417 1.428 5.597
C -0.312 1.291 7.267
C -0.658 0.070 7.832
C -1.109 -0.795 6.776
C -0.967 -0.199 5.505
C -1.135 -0.915 4.292
C -0.919 -0.398 3.026
N -1.312 -0.997 1.883
C -1.870 -2.265 1.905
C -2.289 -2.776 3.181
C -3.109 -3.933 3.204
C -3.595 -4.507 2.045
C -3.140 -4.015 0.756
C -3.697 -4.535 -0.423
C -3.327 -3.910 -1.621
C -2.346 -2.934 -1.619
N -1.832 -2.392 -0.499
C -2.330 -2.885 0.727
C -4.191 -4.016 -2.830
C -5.175 -4.960 -3.096
C -6.128 -4.453 -4.061
C -5.851 -3.190 -4.507
S -4.402 -2.522 -3.806
C -1.732 -2.172 4.359
H 0.092 2.100 7.850
H -0.564 -0.191 8.898
H -1.548 -1.795 6.852
H -0.223 0.459 3.001
H -3.428 -4.454 4.129
H -4.179 -5.460 2.098
H -4.563 -5.249 -0.484
H -2.112 -2.475 -2.563
H -5.261 -5.925 -2.637
H -7.052 -5.005 -4.369
H -6.404 -2.615 -5.271
H -1.814 -2.741 5.287
I -0.091 6.566 5.196
C 1.420 6.246 3.740
C 2.355 7.220 3.409
C 2.662 7.318 2.047
C 2.327 6.313 1.180
N 1.804 5.143 1.612
C 1.318 5.127 2.815
H 2.834 7.867 4.142
H 3.243 8.210 1.731
H 2.610 6.337 0.168
H 0.783 4.265 3.111
C 4.324 4.314 -4.071
N 4.069 3.800 -2.763
C 3.298 4.509 -1.871
N 2.669 3.794 -0.822
O 3.245 5.754 -2.052
H 5.345 3.995 -4.307
H 4.252 5.376 -4.151
H 3.559 3.952 -4.742
H 4.047 2.762 -2.727
H 2.902 2.788 -0.694
H 2.550 4.346 0.059
```

## Properties
- total charge = -1
- E_tot (eV) = -208267.744
- 2S+1 = 3
- HOMO-LUMO gap (spin up / spin down) (eV) = 3.7 / 6.3



No. 3
An isolated molecule of C2H2N2OS. Source: the OMol25 dataset; level of theory: the ωB97M-V functional and the def2-TZVPD basis.

Geometry as XYZ:
```
8
Properties=species:S:1:pos:R:3
S -0.491 -1.175 -1.446
C 0.060 -0.265 -0.102
N 0.780 -0.492 1.005
C 0.781 0.768 1.585
N 0.078 1.745 0.932
O -0.594 1.058 -0.037
H 0.140 -2.380 -1.322
H 1.425 0.920 2.295
```

## Properties
- E_tot (eV) = -17966.744
- SMILES = Sc1ncno1
- ΔE to the lowest compared entry with this formula, charge and spin (kJ/mol) = 215.4
- 2S+1 = 1
- HOMO-LUMO gap (eV) = 9.9



No. 4
A structure of composition C53H29Cl4N8O2S2Ta. Source: the OMol25 dataset; level of theory: the ωB97M-V functional and the def2-TZVPD basis.

Geometry as XYZ:
```
99
Properties=species:S:1:pos:R:3
Ta 0.244 0.129 -0.234
Cl -7.952 1.530 -4.761
C -6.567 1.162 -3.784
C -5.298 1.369 -4.299
C -4.196 1.071 -3.513
C -4.357 0.577 -2.221
C -5.640 0.372 -1.726
C -6.750 0.662 -2.505
C -3.145 0.267 -1.422
C -2.374 -0.819 -1.800
C -2.804 -1.779 -2.767
C -1.905 -2.790 -2.745
C -0.926 -2.446 -1.767
C 0.125 -3.286 -1.430
C 0.299 -4.550 -2.198
C 1.089 -4.548 -3.342
C 1.279 -5.716 -4.064
C 0.665 -6.882 -3.636
Cl 0.897 -8.350 -4.536
C -0.127 -6.903 -2.499
C -0.305 -5.731 -1.781
C 1.002 -3.015 -0.400
N 1.031 -1.868 0.370
C 2.055 -2.091 1.266
C 2.459 -1.226 2.268
C 3.663 -1.564 3.073
C 4.889 -0.997 2.739
C 6.027 -1.315 3.463
C 5.927 -2.195 4.528
Cl 7.346 -2.596 5.444
C 4.715 -2.771 4.875
C 3.585 -2.453 4.139
C 1.761 -0.067 2.565
C 2.035 0.733 3.715
C 1.074 1.680 3.770
C 0.207 1.460 2.654
N 0.658 0.398 1.883
C -0.941 2.191 2.434
C -1.854 1.905 1.424
C -3.095 2.593 1.280
C -3.701 2.078 0.180
C -2.844 1.056 -0.322
N -1.697 0.962 0.438
C -1.243 3.337 3.336
C -1.741 3.138 4.618
C -2.014 4.216 5.447
C -1.780 5.499 4.983
Cl -2.114 6.853 6.016
C -1.283 5.722 3.709
C -1.019 4.636 2.889
C 2.681 -3.355 1.034
C 2.025 -3.931 0.004
N -1.195 -1.220 -1.202
H -5.178 1.753 -5.302
H -3.194 1.208 -3.901
H -5.770 -0.026 -0.727
H -7.749 0.499 -2.127
H -3.706 -1.702 -3.349
H -1.912 -3.707 -3.308
H 1.579 -3.637 -3.659
H 1.905 -5.721 -4.945
H -0.594 -7.826 -2.183
H -0.917 -5.735 -0.888
H 4.956 -0.329 1.890
H 6.985 -0.894 3.194
H 4.662 -3.458 5.707
H 2.632 -2.898 4.398
H 2.852 0.566 4.395
H 0.950 2.460 4.500
H -3.454 3.361 1.943
H -4.649 2.359 -0.247
H -1.922 2.130 4.971
H -2.407 4.065 6.443
H -1.104 6.732 3.368
H -0.624 4.795 1.893
H 3.515 -3.738 1.596
H 2.203 -4.889 -0.454
S 1.384 -0.491 -2.408
C 2.916 -0.413 -1.614
S 2.804 0.591 -0.228
C 4.025 -1.128 -1.988
C 3.986 -1.991 -3.114
N 3.939 -2.707 -4.015
C 5.205 -1.078 -1.198
N 6.152 -1.055 -0.542
C -0.959 3.696 -3.437
N -0.230 3.640 -2.179
C 0.398 4.735 -1.625
C 1.097 4.647 -0.486
C 1.233 3.365 0.209
O 1.911 3.203 1.205
N 0.522 2.326 -0.372
C -0.128 2.456 -1.525
O -0.637 1.393 -1.967
H -1.077 4.739 -3.722
H -1.943 3.246 -3.311
H -0.419 3.162 -4.219
H 0.289 5.655 -2.183
H 1.603 5.505 -0.072
```

## Properties
- E_tot (eV) = -144765.869
- ΔE to the lowest compared entry with this formula, charge and spin (kJ/mol) = 0.0
- 2S+1 = 1
- HOMO-LUMO gap (eV) = 5.9



No. 5
An isolated molecule of C4H7NO. Source: the OMol25 dataset; level of theory: the ωB97M-V functional and the def2-TZVPD basis.

Geometry as XYZ:
```
13
Properties=species:S:1:pos:R:3
O -2.017 -1.306 -1.257
C -0.840 -1.113 -1.441
N 0.148 -1.220 -0.451
C 0.629 0.123 -0.154
C 0.932 0.566 1.239
C -0.312 1.064 0.543
H -0.431 -0.818 -2.426
H -0.283 -1.627 0.377
H 1.264 0.532 -0.937
H 0.789 -0.128 2.065
H 1.784 1.230 1.364
H -0.419 2.089 0.199
H -1.243 0.608 0.878
```

## Properties
- E_tot (eV) = -7797.882
- SMILES = O=CNC1CC1
- ΔE to the lowest compared entry with this formula, charge and spin (kJ/mol) = 170.1
- 2S+1 = 1
- HOMO-LUMO gap (eV) = 10.7